[1]
The following is a quantum chemistry calculation of C36H64FN2O8PS as an isolated structure in a non-equilibrium geometry, from the Open Molecules 2025 dataset.

Calculated values
Highest occupied orbital energy in eV: -8.0185
Gap between HOMO and LUMO in eV: 6.7995

Geometry as ORCA input:
```
! RIJCOSX wB97M-V def2-TZVPD def2/J DEFGRID3
* xyz 0 1
S 9.072 -3.627 -5.387
P 8.005 -1.029 -0.971
F 4.572 -7.608 2.175
O -3.962 0.077 0.539
O -5.155 1.409 2.896
O 7.208 3.102 -3.687
O -10.767 -0.091 2.297
O -9.434 7.260 1.475
O -8.461 -1.944 2.228
O 5.199 5.228 -4.127
O -7.431 5.128 1.919
N 7.844 -4.835 -5.144
N 8.913 -2.581 -4.018
C 6.157 -5.160 -3.154
C 1.861 -1.751 -1.153
C 0.868 -2.395 -0.111
C 5.527 -2.838 0.369
C -8.489 4.244 2.266
C 6.502 5.200 -4.706
C -3.997 -1.153 1.251
C -7.663 5.788 0.675
C 3.026 -3.291 1.323
C 7.305 -4.382 -3.886
C 7.853 -3.086 -3.172
C 8.879 -1.903 1.696
C 9.396 -1.733 0.161
C 8.904 0.087 -2.212
C 4.294 -6.393 1.439
C -0.694 -2.231 -0.415
C -8.134 7.223 0.889
C 5.598 -4.679 -1.765
C -5.232 1.892 1.556
C -5.223 0.745 0.552
C -9.390 7.556 2.864
C 6.980 3.770 -4.928
C 6.154 2.211 -3.352
C 1.466 -3.131 1.117
C -9.510 0.142 2.929
C -8.983 -2.508 1.033
C 3.940 -2.663 0.230
C 6.132 -3.350 -1.043
C 5.143 -6.447 0.076
C -11.524 -1.097 2.958
C 4.455 -5.625 -1.131
C 3.419 -1.867 -1.015
C -8.371 -0.521 2.162
C 7.285 -2.582 -1.797
C 5.234 5.515 -2.735
C -3.852 1.550 3.446
H 9.931 -0.344 -2.516
H 6.272 3.210 -5.548
H -9.350 1.225 2.928
H -3.814 0.988 4.380
H -8.348 -0.179 1.121
H 0.797 -3.617 1.918
H 4.242 5.325 -2.323
H 8.255 0.334 -3.137
H -8.455 3.357 1.624
H 5.953 4.883 -2.208
H 3.494 -5.071 -0.856
H -9.136 8.611 3.010
H 4.160 -1.407 -1.766
H -8.346 3.931 3.302
H -1.052 -1.139 -0.451
H 9.732 -1.740 2.458
H -6.706 5.808 0.143
H 9.091 1.097 -1.688
H -7.422 -0.240 2.629
H 3.445 -3.847 2.241
H -9.902 -2.008 0.715
H -5.375 1.155 -0.452
H 10.316 -1.049 0.141
H -3.083 1.157 2.776
H -12.368 -1.363 2.320
H 1.420 -1.186 -2.045
H 9.734 -2.761 -0.256
H 8.372 -2.922 1.816
H -4.424 2.603 1.348
H -6.182 2.430 1.467
H 5.708 -6.109 -3.637
H 5.482 6.569 -2.580
H 5.853 -3.620 1.148
H 7.939 3.797 -5.455
H -8.211 7.716 -0.086
H -1.283 -2.892 0.308
H -9.527 -0.192 3.972
H -3.652 2.604 3.662
H -6.036 0.041 0.754
H 5.946 -1.804 0.674
H -10.381 7.374 3.283
H 4.733 -5.527 2.068
H 6.427 5.700 -5.678
H -0.878 -2.660 -1.478
H 3.182 -6.168 1.297
H -8.377 5.228 0.062
H 6.195 1.329 -4.000
H -8.672 6.925 3.392
H -8.234 -2.448 0.237
H 5.174 2.689 -3.439
H 8.124 -1.037 1.859
H 6.293 1.892 -2.317
H -10.932 -1.997 3.140
H -4.441 -1.036 2.243
H -9.209 -3.559 1.223
H -7.415 7.786 1.494
H -9.466 4.726 2.180
H -2.971 -1.506 1.370
H 4.153 -6.412 -1.929
H 6.151 -5.922 0.302
H -11.909 -0.708 3.906
H 5.412 -7.512 -0.264
H 7.215 5.763 -4.094
H -4.560 -1.897 0.678
*
```

[2]
The following is a quantum chemistry calculation of C37H29N5O4PPdS as an isolated structure, from the Open Molecules 2025 dataset.

Calculated values
Highest occupied orbital energy in eV: -16.0902
Gap between HOMO and LUMO in eV: 5.0710

Geometry as ORCA input:
```
! RIJCOSX wB97M-V def2-TZVPD def2/J DEFGRID3
* xyz 3 1
Pd -0.404 -0.911 -0.235
S -4.337 0.483 1.594
P -1.000 -0.008 -2.209
O 4.761 1.846 -4.493
O -1.715 -2.294 -0.720
O -3.797 -2.215 -1.522
O 5.397 3.600 -3.304
N -2.934 -1.712 1.717
N 0.694 -1.824 3.936
N -0.782 -0.677 2.177
N 0.953 0.539 0.358
N -0.538 -3.044 2.426
C 2.428 -3.557 4.364
C -1.639 -0.438 4.987
C -2.252 -0.767 2.545
C 0.284 1.920 -3.737
C 1.153 2.307 -4.747
C -0.160 1.141 3.731
C -2.013 -1.350 -2.874
C -3.026 0.531 2.517
C -1.627 2.371 -0.902
C 0.146 0.565 -3.435
C 1.941 1.069 -0.537
C 3.536 0.653 -2.271
C 1.876 1.355 -5.450
C 2.610 0.177 -1.366
C -2.610 -2.013 -1.638
C -3.502 1.178 -1.839
C 1.736 0.003 -5.152
C 0.842 1.049 1.523
C -0.088 0.548 2.525
C 0.485 -3.727 2.775
C -0.920 0.687 4.892
C -2.484 3.347 -0.417
C -3.984 -1.299 1.196
C 0.903 -5.036 2.323
C 4.703 2.470 -3.475
C 2.751 -4.807 3.906
C -3.853 3.241 -0.637
C -4.360 2.157 -1.341
C -0.531 -1.812 3.162
C 1.293 -2.993 3.781
C 2.007 -5.544 2.895
C 3.130 2.904 -1.519
C 3.795 2.018 -2.357
C 2.198 2.434 -0.606
C -2.126 1.284 -1.627
C 0.879 -0.396 -4.144
C -1.858 -1.451 3.895
H 3.628 -5.293 4.320
H -4.647 -1.838 0.526
H -2.754 1.428 3.057
H -3.921 0.352 -2.397
H -2.085 4.209 0.103
H 0.315 -5.558 1.581
H 2.387 -0.882 -1.309
H 0.425 2.044 3.869
H -2.490 -2.277 4.208
H 4.049 -0.018 -2.946
H 2.297 -0.736 -5.707
H 0.786 -1.451 -3.913
H 2.555 1.665 -6.233
H 1.492 1.865 1.833
H 1.253 3.355 -4.997
H 3.288 3.972 -1.605
H -0.558 2.477 -0.754
H 3.018 -3.051 5.115
H 0.922 -1.147 4.651
H -0.298 2.669 -3.216
H 1.646 3.141 0.003
H -1.335 -2.057 -3.356
H 2.371 -6.525 2.621
H -4.521 4.016 -0.282
H -2.133 -0.653 5.927
H -5.422 2.084 -1.540
H -0.870 1.326 5.765
H -2.752 -1.022 -3.602
H 5.393 3.904 -2.389
*
```

[3]
The following is a quantum chemistry calculation of a 2-piece molecular cluster, C21H30O4S2 overall in a non-equilibrium geometry, from the Open Molecules 2025 dataset.

Calculated values
Highest occupied orbital energy in eV: -5.6010
Gap between HOMO and LUMO in eV: 2.7538

Geometry as ORCA input:
```
! RIJCOSX wB97M-V def2-TZVPD def2/J DEFGRID3
* xyz 0 1
S -0.103 -3.442 0.804
S 2.441 -2.361 -0.721
O 1.105 2.770 2.941
O 1.636 3.608 0.419
O -0.287 0.982 3.145
O 0.740 2.377 -1.263
C 3.161 -2.715 0.872
C 0.151 1.011 4.485
C -3.697 2.936 -1.035
C -2.201 -2.561 -2.855
C -0.153 -0.283 5.207
C 0.894 2.697 0.064
C -0.052 -2.524 -1.722
C 1.748 2.556 -3.444
C -1.440 -2.824 -1.745
C -1.625 -1.994 -3.983
C -2.716 2.407 0.000
C -1.767 1.344 -0.557
C 2.479 -3.871 1.584
C 1.624 3.136 -2.055
C 0.734 -2.763 -0.583
C -0.747 0.829 0.461
C 0.366 1.944 2.411
C -0.268 -1.708 -4.001
C 0.161 1.882 0.991
C 1.122 -3.414 2.094
C 0.509 -1.968 -2.902
H 1.232 1.211 4.470
H 2.085 1.521 -3.390
H -1.890 -3.258 -0.871
H -3.178 3.415 -1.866
H -2.231 -1.785 -4.850
H 0.772 -4.017 2.937
H -4.383 3.672 -0.610
H 3.103 -4.283 2.390
H -2.131 3.239 0.413
H 0.216 -0.273 6.233
H -3.257 -2.781 -2.848
H 4.234 -2.889 0.750
H 0.176 -1.275 -4.882
H 2.328 -4.691 0.872
H -0.319 1.878 4.967
H 0.776 2.549 -3.936
H 1.257 4.170 -2.064
H 2.593 3.151 -1.537
H -1.267 0.360 1.303
H 1.188 -2.384 2.453
H -1.226 -0.469 5.229
H 2.448 3.113 -4.067
H -3.261 1.998 0.858
H 3.065 -1.807 1.472
H -0.132 0.036 0.022
H 0.306 -1.126 4.691
H -1.225 1.764 -1.410
H 1.559 -1.736 -2.916
H -2.345 0.509 -0.969
H -4.307 2.136 -1.458
*
```

[4]
The following is a quantum chemistry calculation of a 2-piece molecular cluster, C3H11N3O overall in a non-equilibrium geometry, from the Open Molecules 2025 dataset.

Calculated values
SMILES: CC(N)N.NC=O
Highest occupied orbital energy in eV: -9.0312
Gap between HOMO and LUMO in eV: 9.8756

Geometry as ORCA input:
```
! RIJCOSX wB97M-V def2-TZVPD def2/J DEFGRID3
* xyz 0 1
O 2.426 -0.984 0.817
N 0.267 -0.425 -0.394
N -1.498 1.098 0.259
N 2.543 1.134 -0.077
C -1.050 -0.278 0.240
C 1.975 0.179 0.741
C -2.105 -1.148 -0.440
H -1.634 1.446 -0.684
H 1.399 0.632 1.568
H 0.229 -0.213 -1.390
H 0.784 -1.330 -0.130
H -2.240 -0.840 -1.477
H 2.216 2.080 -0.018
H -3.057 -1.044 0.074
H -1.805 -2.195 -0.422
H 3.291 0.793 -0.664
H -0.818 1.693 0.718
H -0.924 -0.596 1.280
*
```

[5]
The following is a quantum chemistry calculation of a 12-piece molecular cluster, C27H83N5O12 overall in a non-equilibrium geometry, from the Open Molecules 2025 dataset.

Calculated values
SMILES: COC[C@H](C)N.COC[C@H](C)N.COC[C@H](C)N.COC[C@H](C)N.COC[C@H](C)N.CO.CO.CO.CO.CO.CO.CO
Highest occupied orbital energy in eV: -8.6705
Gap between HOMO and LUMO in eV: 8.6824

Geometry as ORCA input:
```
! RIJCOSX wB97M-V def2-TZVPD def2/J DEFGRID3
* xyz 0 1
O -1.666 -0.551 -3.149
O 1.639 -4.205 -3.824
O -4.514 2.283 3.619
O 3.790 -1.746 3.471
O -4.980 4.621 -2.000
O -2.900 -2.741 -1.910
O -0.505 -2.303 5.708
O 2.617 1.649 -1.712
O -0.183 -0.638 1.332
O -0.951 -3.156 2.500
O 2.535 2.927 2.955
O 2.969 -4.047 2.205
N -3.147 1.549 -1.242
N 1.977 -6.316 -5.551
N 5.927 4.531 3.216
N -1.567 2.166 1.323
N -0.052 2.880 -3.923
C 0.850 2.878 -2.796
C 2.624 -1.051 3.136
C -0.283 -4.397 2.768
C 2.749 -4.966 -3.708
C -3.679 2.512 2.474
C 1.833 -2.923 -3.175
C -3.722 2.511 -2.131
C -1.462 -1.240 -4.348
C -5.783 2.879 3.636
C -6.038 5.394 -1.329
C 4.973 3.550 2.760
C 3.457 0.534 -1.481
C -0.774 -1.011 5.266
C -0.019 3.317 -1.620
C -4.761 3.389 -1.328
C 2.465 -6.416 -4.194
C -4.294 1.752 -3.349
C 2.655 -3.673 0.922
C -3.550 -3.020 -0.662
C 3.712 -7.282 -4.267
C -0.040 -0.582 -0.070
C 3.551 3.945 3.092
C 2.223 2.578 1.580
C -2.340 1.763 2.518
C 1.615 1.529 -2.703
C -1.366 2.142 3.672
C 5.373 2.202 3.343
H -1.121 -2.232 -4.052
H 4.472 -6.863 -4.925
H -2.308 -3.454 -2.161
H -5.901 5.485 -0.252
H 2.532 -0.082 3.627
H -0.559 -1.480 1.600
H 1.286 2.024 1.632
H -4.321 3.587 -0.351
H 4.265 0.837 -0.816
H -2.140 -1.115 -2.534
H -1.897 -3.293 2.579
H 1.722 -4.003 0.464
H 0.042 0.463 -0.367
H -0.478 1.510 3.645
H -0.359 -5.047 1.896
H -0.543 2.521 -1.091
H -2.798 -3.301 0.075
H 3.533 4.329 4.112
H 2.020 1.250 -3.676
H 1.251 -5.620 -5.461
H 3.320 -4.018 0.130
H -0.162 -2.801 4.962
H 1.543 -7.187 -5.820
H 5.309 2.257 4.430
H 1.044 -2.198 -3.374
H 3.875 0.306 -2.462
H 3.502 -4.517 -4.356
H -5.760 3.962 3.513
H -0.993 -1.032 -0.348
H 6.379 1.867 3.089
H -4.335 -3.764 -0.526
H 0.890 0.736 -2.524
H 2.610 -2.585 0.872
H -1.408 -0.389 5.896
H 1.939 -3.076 -2.101
H -6.346 2.617 4.532
H 3.208 -3.210 2.610
H -1.883 2.058 4.628
H -3.811 0.961 -0.758
H -6.386 2.508 2.808
H 1.695 -6.883 -3.580
H -0.684 -4.916 3.640
H -2.556 0.698 2.592
H -1.303 -1.131 4.320
H -2.650 0.856 -1.783
H -5.641 2.756 -1.213
H -1.106 3.200 3.625
H -4.772 2.460 -4.025
H 5.609 5.418 2.852
H 0.138 -0.463 5.029
H -0.322 3.841 -4.079
H 3.203 -5.007 -2.717
H -2.415 -1.393 -4.856
H -6.178 6.393 -1.743
H -3.446 3.577 2.444
H -3.480 1.335 -3.943
H -5.031 0.999 -3.069
H -2.086 2.161 0.456
H -0.895 2.423 -3.608
H -3.870 -2.043 -0.299
H -0.770 4.076 -1.842
H 0.790 -4.288 2.926
H 0.802 -1.142 -0.478
H 2.464 -0.846 2.077
H 5.027 3.530 1.672
H 2.990 -0.333 -1.013
H -0.794 -0.685 -5.007
H 4.675 1.412 3.066
H -6.983 4.850 -1.347
H 1.747 -1.555 3.541
H 6.807 4.342 2.756
H 1.621 3.614 -3.025
H 0.603 3.708 -0.815
H 3.079 4.788 2.587
H 2.930 1.852 1.178
H 2.000 3.483 1.015
H -4.341 2.318 1.630
H 3.518 -8.333 -4.483
H -0.995 1.344 1.194
H -2.899 3.157 -2.437
H 2.657 -2.347 -3.596
H 4.596 -1.226 3.433
H 4.076 -7.230 -3.241
*
```

[6]
The following is a quantum chemistry calculation of C11H22IrO2S3Se2 as an isolated structure, from the Open Molecules 2025 dataset.

Calculated values
Highest occupied orbital energy (alpha / beta) in eV: -10.6397 / -10.6408
Gap between HOMO and LUMO (alpha / beta) in eV: 6.1513 / 6.1533

Geometry as ORCA input:
```
! RIJCOSX wB97M-V def2-TZVPD def2/J DEFGRID3
* xyz 1 1
Ir -0.406 0.099 0.446
Se 1.788 -0.513 -0.113
Se -0.299 -0.665 2.638
S -2.755 0.426 0.953
S -0.180 2.350 0.321
S -2.402 1.841 -2.604
O 2.042 -2.676 2.046
O 3.755 1.576 3.749
C 3.001 -1.955 2.791
C -3.160 0.352 -1.885
C 2.955 0.140 1.317
C 0.062 2.621 -1.461
C -3.824 0.528 -0.524
C -0.614 1.595 -2.367
C 2.750 -0.453 2.715
C -1.849 3.052 0.606
C 1.417 -0.027 3.327
C 3.851 0.171 3.618
C -2.645 2.145 1.524
H -0.126 1.630 -3.341
H 1.382 -0.324 4.379
H 3.973 -0.055 0.973
H -4.356 1.478 -0.463
H -2.424 -0.454 -1.868
H 4.232 2.001 3.030
H 4.016 -2.153 2.425
H -3.934 0.049 -2.590
H -3.647 2.541 1.683
H -1.703 4.032 1.061
H -0.267 3.639 -1.675
H 3.750 -0.234 4.626
H 1.144 2.575 -1.588
H 2.223 -3.616 2.139
H -2.166 2.051 2.501
H -0.460 0.572 -2.000
H 2.966 -2.244 3.850
H -2.330 3.168 -0.362
H 4.836 -0.121 3.240
H 1.346 1.059 3.316
H -4.553 -0.268 -0.368
H 2.814 1.220 1.360
*
```

[7]
The following is a quantum chemistry calculation of H12O6Zn as an isolated structure in a non-equilibrium geometry, from the Open Molecules 2025 dataset.

Calculated values
Highest occupied orbital energy in eV: -18.5784
Gap between HOMO and LUMO in eV: 4.8231

Geometry as ORCA input:
```
! RIJCOSX wB97M-V def2-TZVPD def2/J DEFGRID3
* xyz 2 1
Zn 0.011 -0.023 -0.115
O 3.007 -0.514 1.550
O -1.535 1.049 2.821
O -2.865 0.037 -1.934
O 0.483 3.481 -0.254
O -0.734 -3.253 0.726
O 1.530 -0.811 -3.144
H -2.170 1.759 2.919
H -0.211 4.061 0.060
H -1.461 -3.565 1.265
H -3.601 -0.345 -1.456
H 3.692 -0.242 0.939
H 1.292 3.970 -0.100
H -0.150 -4.007 0.652
H 1.588 -0.356 -3.984
H 3.482 -0.904 2.284
H -1.307 0.806 3.719
H -3.249 0.352 -2.752
H 2.198 -1.494 -3.195
*
```